Record 1
Molecular formula: C28H47Br7F4N5S2
Method: DFT, ωB97M-V/def2-TZVPD

Values from the calculation:
DFT total energy in eV: -560074.387
Kohn-Sham gap in eV: 7.299
LUMO in Ha: -0.1127
Total charge: +1
Molar mass in g mol⁻¹: 1153.17
HOMO in eV: -10.37

Each line ends with the Mulliken charge.
Cartesian coordinates (Å):
1 Br -3.9036 5.6283 -6.4338  -0.13
2 Br -2.9648 0.1199 -3.4457  -0.15
3 Br -7.7287 0.2109 -0.5851  -0.12
4 Br -5.0060 4.4685 -3.1065  -0.10
5 Br -7.0265 3.5216 0.8895  -0.12
6 Br 6.2898 -0.7187 -2.0026  -0.04
7 Br -3.7470 0.2084 0.1591  -0.16
8 S 0.0456 -4.5955 2.0228  -0.15
9 S 1.7742 -5.4454 -0.2879  -0.09
10 F 2.5439 2.3609 4.7341  -0.22
11 F 4.6787 3.3051 4.9360  -0.26
12 F 4.0722 1.6754 6.3686  -0.27
13 F 4.4793 -1.6786 2.5158  -0.48
14 N -0.9948 -4.6172 -0.5783  -0.09
15 N 1.2280 -0.1552 1.2984  0.15
16 N 5.9054 -0.7408 0.9182  0.18
17 N 3.7973 1.1697 0.1968  0.83
18 N 2.9996 3.4398 0.5672  -0.34
19 C 0.2984 -0.9863 2.1674  -0.72
20 C -2.3150 -4.7031 0.1077  -0.28
21 C 3.7335 0.5619 1.5347  0.72
22 C -4.5889 0.6970 -2.5349  -0.16
23 C -7.7602 0.7799 1.2789  -0.57
24 C 2.7928 2.2107 -0.0963  -0.03
25 C 5.1351 1.4382 -0.3345  -0.75
26 C -0.7111 -3.2403 -1.1012  0.62
27 C 2.6920 -2.8614 0.6978  0.22
28 C -5.6147 3.9354 -4.8804  -0.68
29 C 1.9786 4.3199 0.1444  -0.33
30 C -4.2659 1.4385 -1.2633  -0.26
31 C 4.4445 -0.8940 1.3222  0.18
32 C 0.6676 2.7980 -1.5456  -0.42
33 C 6.1405 0.2021 -0.2176  -0.43
34 C 1.7512 1.8048 -1.1167  -0.44
35 C 0.1246 -4.8563 0.3723  0.07
36 C -4.4639 3.8547 -5.8525  -0.48
37 C 3.1234 -4.4013 0.4435  -0.69
38 C 4.6184 1.4289 2.5817  -0.86
39 C 2.2743 0.4464 2.1810  -2.00
40 C -1.5585 -2.8281 -2.3875  -1.17
41 C 4.5450 0.9578 4.1093  -0.76
42 C 3.7612 -1.7851 0.1908  -0.86
43 C 0.8306 4.1301 -0.8123  -0.46
44 C 3.8933 2.1171 5.0218  0.61
45 C -3.5387 -5.0568 -0.9114  -0.95
46 C -8.3287 2.1702 1.4165  -0.56
47 H -3.5840 3.3626 -5.4388  0.28
48 H 4.3223 2.5425 2.5868  0.34
49 H 4.0252 -0.0236 4.3166  0.34
50 H -2.3633 -5.5257 0.9086  0.47
51 H -2.5287 -3.6622 0.5499  0.20
52 H 6.4136 -0.4966 1.7980  0.58
53 H 2.3687 -2.7627 1.7783  0.32
54 H -0.2200 -0.2616 2.9053  0.40
55 H -6.0691 2.9530 -4.7415  0.30
56 H -1.6304 -3.6517 -3.1655  0.24
57 H 5.6436 2.3302 0.1973  0.33
58 H 0.0890 4.9700 -0.9923  0.36
59 H -3.1340 -5.1643 -1.9811  0.22
60 H -8.3960 0.0530 1.7865  0.37
61 H -6.3836 4.6466 -5.1795  0.44
62 H 4.5792 -2.3956 -0.3508  0.68
63 H 0.6177 0.6448 1.0411  0.43
64 H 0.8506 -1.7388 2.8124  0.34
65 H 5.1100 1.7416 -1.4438  0.50
66 H 6.3231 -1.6573 0.6380  0.58
67 H 1.7456 0.7644 -1.5742  0.30
68 H -6.7417 0.6907 1.6563  0.31
69 H -5.1495 1.9540 -0.8840  0.00
70 H -3.4540 2.1558 -1.3760  0.46
71 H -8.5586 2.3898 2.4601  0.34
72 H 4.0048 -4.4673 -0.2959  0.33
73 H 2.0493 5.3619 0.6244  0.34
74 H -0.1432 2.5159 -2.2819  0.45
75 H -2.5937 -2.4071 -2.1150  0.14
76 H 3.4762 -4.8148 1.4444  0.35
77 H -4.0956 -5.9744 -0.5465  0.33
78 H -4.7676 3.3396 -6.7650  0.38
79 H 5.7411 1.4438 2.3131  0.44
80 H 5.6175 0.8512 4.5149  0.35
81 H -0.7597 -2.4350 -0.2752  -0.41
82 H 7.1875 0.6521 -0.0574  0.49
83 H -0.5123 -1.4240 1.5055  -0.12
84 H 1.7363 -2.7127 0.0729  -0.42
85 H -5.1968 -0.1922 -2.3729  0.36
86 H 3.2568 -1.1862 -0.6441  -0.08
87 H -9.2196 2.3337 0.8114  0.37
88 H 1.9514 1.5282 2.4182  0.30
89 H -4.2345 -4.1400 -0.9527  0.20
90 H 0.3925 -3.2643 -1.4370  0.27
91 H -5.0946 1.3534 -3.2439  -0.08
92 H -1.0057 -1.9427 -2.8755  0.35
93 H 2.2318 -0.1138 3.1676  0.49

Record 2
Molecular formula: C21H48Cl9O12P3
Method: DFT, ωB97M-V/def2-TZVPD

Values from the calculation:
SMILES string: CCOP(=O)(OCC)OCC.CCOP(=O)(OCC)OCC.CCOP(=O)(OCC)OCC.ClC(Cl)Cl.ClC(Cl)Cl.ClC(Cl)Cl
DFT total energy in eV: -187700.062
Kohn-Sham gap in eV: 10.745
Energy relative to the best compared isomer or geometry (same formula, charge and spin) in kJ/mol: 143.8
LUMO in Ha: 0.0130
Total charge: 0
Molar mass in g mol⁻¹: 904.60
HOMO in eV: -10.39

Each line ends with the Mulliken charge.
Cartesian coordinates (Å):
1 Cl -2.8151 -0.4090 -3.6525  -0.10
2 Cl 4.3628 2.3081 7.4544  -0.13
3 Cl -0.0130 -0.3582 2.3287  -0.09
4 Cl -0.2187 -1.0694 -4.8048  -0.14
5 Cl 1.5176 2.2086 7.3483  -0.12
6 Cl -2.6056 -1.9441 -6.0648  -0.11
7 Cl 0.9936 -1.3873 -0.2176  -0.14
8 Cl 0.4132 1.4387 0.1663  -0.14
9 Cl 2.9139 3.9032 5.4805  -0.13
10 P -0.0017 5.3941 -8.2560  0.82
11 P 4.6315 -3.6689 5.6980  0.85
12 P -5.2375 -2.4408 1.0329  0.94
13 O -6.7221 -1.9838 0.5170  -0.33
14 O 0.3847 4.1698 -8.9792  -0.73
15 O -4.3620 -2.8925 -0.0884  -0.72
16 O -1.3498 5.3357 -7.3813  -0.20
17 O -4.5889 -1.1444 1.8494  -0.18
18 O 4.2480 -5.2311 5.8811  -0.30
19 O -0.2241 6.7035 -9.2325  -0.29
20 O 5.9494 -3.3969 6.5731  -0.21
21 O 3.5081 -2.7974 5.9359  -0.69
22 O 5.1853 -3.6184 4.1835  -0.29
23 O -5.5251 -3.4779 2.1502  -0.34
24 O 1.1565 5.9298 -7.2224  -0.32
25 C 2.9624 2.3609 6.3578  0.12
26 C -1.7742 4.1099 -6.8857  -0.21
27 C -2.8919 3.7016 -7.8802  -1.21
28 C -4.0360 -4.2168 3.7523  -1.09
29 C -4.5877 -4.5480 2.3993  -0.25
30 C -6.9843 -0.9909 -0.4269  -0.27
31 C 6.6132 -2.6891 2.4070  -1.23
32 C 3.2459 -7.0719 7.0866  -1.27
33 C -0.6697 9.0650 -9.6606  -1.27
34 C 1.7219 5.0506 -6.2112  -0.31
35 C 1.2902 5.5364 -4.8262  -1.01
36 C -5.3774 -0.2530 2.7109  -0.29
37 C -7.3871 -1.6648 -1.7451  -1.12
38 C 5.5569 -2.4347 3.4750  -0.14
39 C 3.7540 -5.6338 7.1359  -0.16
40 C -1.9036 -1.6400 -4.5329  0.06
41 C -0.1164 -0.2183 0.6006  0.19
42 C 8.2883 -3.4012 6.6772  -1.30
43 C -0.0015 8.0328 -8.7572  -0.01
44 C 7.0272 -4.2707 6.5620  -0.08
45 C -4.9431 1.2158 2.5060  -1.12
46 H -3.6654 4.4694 -7.8999  0.30
47 H 3.0071 -4.9194 7.4822  0.35
48 H 2.8103 5.0888 -6.2570  0.34
49 H 5.9246 -1.6379 4.1216  0.29
50 H 2.3145 -7.0982 6.5209  0.30
51 H 4.7032 -1.9465 3.0051  0.33
52 H -3.1700 -3.5631 3.6486  0.27
53 H -4.7050 1.3650 1.4528  0.28
54 H -1.7883 -2.5893 -4.0099  0.29
55 H 6.9984 -4.9859 7.3841  0.26
56 H -0.9352 3.4219 -6.7812  0.33
57 H 3.0776 -7.3848 8.1171  0.38
58 H -5.7708 1.8744 2.7691  0.35
59 H -6.7754 -2.5368 -1.9765  0.29
60 H 8.3348 -2.6905 5.8520  0.29
61 H 1.0466 8.2729 -8.5784  0.27
62 H -1.1024 -0.3488 0.1547  0.18
63 H -7.7468 -0.3801 0.0564  0.36
64 H 7.6297 -2.8352 2.7725  0.27
65 H 8.4337 -2.9503 7.6589  0.32
66 H 1.4777 4.0029 -6.3866  0.33
67 H -4.0169 1.2809 3.0770  0.30
68 H -7.1944 -0.9117 -2.5091  0.34
69 H -1.7487 8.9199 -9.7145  0.30
70 H 3.9146 -7.8267 6.6727  0.33
71 H -3.2309 2.6782 -7.7199  0.38
72 H 6.2669 -3.5399 1.8202  0.30
73 H -6.2222 -0.2334 -0.6101  0.27
74 H 1.7460 6.4885 -4.5542  0.31
75 H -4.7908 -3.7784 4.4051  0.27
76 H 9.2071 -3.9800 6.5828  0.40
77 H 0.2269 5.7679 -4.8893  0.26
78 H 4.5660 -5.5514 7.8584  0.23
79 H -2.2214 4.1675 -5.8933  0.32
80 H -0.5154 10.0684 -9.2637  0.38
81 H -3.6556 -5.1267 4.2166  0.39
82 H 1.6349 4.8451 -4.0571  0.34
83 H -5.1114 -5.5026 2.3484  0.34
84 H -3.7612 -4.6158 1.6919  0.29
85 H 6.7372 -1.9623 1.6042  0.40
86 H -5.2568 -0.5167 3.7616  0.34
87 H -8.4211 -2.0044 -1.8059  0.31
88 H -0.4737 8.0923 -7.7766  0.26
89 H 7.0310 -4.7738 5.5951  0.34
90 H -6.4443 -0.3864 2.5317  0.36
91 H 2.9918 1.5484 5.6318  0.26
92 H -0.2505 8.9575 -10.6610  0.31
93 H -2.4936 3.6562 -8.8938  0.29

Record 3
Molecular formula: C32H88N8O8
Method: DFT, ωB97M-V/def2-TZVPD

Values from the calculation:
SMILES string: COC[C@H](C)N.COC[C@H](C)N.COC[C@H](C)N.COC[C@H](C)N.COC[C@H](C)N.COC[C@H](C)N.COC[C@H](C)N.COC[C@H](C)N
DFT total energy in eV: -62902.097
Kohn-Sham gap in eV: 9.466
Energy relative to the best compared isomer or geometry (same formula, charge and spin) in kJ/mol: 643.6
LUMO in Ha: 0.0144
Total charge: 0
Molar mass in g mol⁻¹: 713.10
HOMO in eV: -9.07

Each line ends with the Mulliken charge.
Cartesian coordinates (Å):
1 O -3.6962 5.4269 -0.9077  -0.40
2 O -6.1866 -0.3036 1.5239  -0.50
3 O 6.6584 0.6845 5.2457  -0.43
4 O 5.8938 1.0804 -3.0688  -0.47
5 O -0.6358 0.3631 0.6649  -0.48
6 O 1.6887 3.5834 -3.2568  -0.48
7 O 3.1320 -3.4682 6.6294  -0.28
8 O -3.5460 -2.7528 -3.7740  -0.35
9 N -7.8536 -2.6858 2.3187  -0.77
10 N 7.3359 -1.9509 3.5430  -0.73
11 N 1.9405 3.3436 -6.2015  -0.68
12 N -5.9012 6.7342 0.4050  -0.76
13 N 1.6804 -4.3499 3.4360  -0.68
14 N -6.5923 -1.0124 -2.5500  -0.76
15 N 2.3003 0.7048 0.9933  -0.60
16 N 5.6532 -1.5688 -3.9750  -0.74
17 C 0.2537 -0.7239 0.5827  -0.53
18 C 0.7306 1.2529 -6.3068  -1.39
19 C 6.7753 -0.7140 3.0496  0.66
20 C 3.2309 -1.4993 -3.7848  -1.23
21 C 1.6907 -0.3054 0.1339  1.35
22 C -4.7024 6.3235 1.1412  0.50
23 C 5.9635 -1.0439 1.7661  -1.39
24 C 2.9713 -3.6093 8.0180  -0.81
25 C 1.9418 3.2711 -1.8716  0.11
26 C -2.1403 -2.5090 -3.6877  -0.69
27 C 1.0896 2.5376 -5.5066  0.51
28 C 2.2854 -3.3816 4.4412  0.73
29 C -6.5747 -2.7881 1.5424  0.19
30 C -6.3504 -1.5429 0.7292  -0.10
31 C 2.0459 -3.9334 5.8836  -0.87
32 C -5.0677 6.0532 2.6042  -1.50
33 C 1.6402 2.3504 -4.0672  -0.47
34 C -3.2299 4.2932 -1.5835  -0.55
35 C 6.0067 0.0074 4.1427  -0.65
36 C 4.5650 -0.7082 -3.8606  0.03
37 C -4.2271 -1.7482 -3.0722  -0.41
38 C 2.6145 -1.6087 0.0687  -1.04
39 C -1.1925 0.7888 -0.5721  0.46
40 C -6.4022 -2.3057 -4.5587  -1.73
41 C -5.6038 0.7396 0.6227  -0.66
42 C -3.9635 5.1867 0.5161  -0.27
43 C -6.8519 -4.0023 0.6178  -1.54
44 C 1.6589 -2.0023 4.2148  -1.21
45 C 6.1873 2.1374 -2.0959  -0.52
46 C 5.8158 1.3856 6.1798  -0.61
47 C -5.8083 -2.0839 -3.2253  0.98
48 C 4.7756 0.3106 -2.6615  0.24
49 H 6.3425 -1.2021 -4.6157  0.33
50 H 3.7759 -3.0475 8.4924  0.22
51 H 7.5863 -0.0414 2.7704  0.30
52 H 1.9765 4.2177 -1.3323  0.44
53 H -7.5629 -2.5314 3.2736  0.26
54 H 1.6752 -1.6590 3.1804  -0.21
55 H -3.7001 3.3377 -1.3509  0.14
56 H -6.2560 -1.3932 -5.1367  0.40
57 H -5.6462 1.6940 1.1475  0.24
58 H 0.1045 3.0035 -5.4817  0.23
59 H -4.5781 4.3045 0.6953  -0.13
60 H -5.8691 -3.1469 2.2917  0.43
61 H 2.8017 0.1130 1.6401  0.08
62 H 4.6064 -0.0831 -4.7526  0.58
63 H -7.4884 -2.3964 -4.5605  0.39
64 H 5.1082 1.8681 5.5055  0.30
65 H -7.5364 -3.8710 -0.2203  0.37
66 H 1.5479 0.0958 -0.8695  -0.35
67 H 3.8911 0.9420 -2.7456  -0.31
68 H 1.2276 2.5982 -1.3971  -0.32
69 H 5.2602 2.7098 -2.0671  0.12
70 H 5.3106 0.6335 3.5846  0.34
71 H -5.4367 -1.5636 0.1353  0.00
72 H 3.6855 -1.4088 0.0348  0.03
73 H 7.0637 2.7360 -2.3441  0.30
74 H 6.3206 2.1362 6.7880  0.25
75 H 3.3297 -3.2908 4.1426  0.15
76 H 4.9775 -0.3974 -1.8577  0.35
77 H 2.1688 -1.3726 4.9440  0.47
78 H -2.0197 1.4683 -0.3668  -0.02
79 H 7.5015 -1.9345 4.5392  0.30
80 H 6.5452 1.7326 -1.1492  0.22
81 H -7.5733 -1.2527 -2.5626  0.33
82 H 2.6212 2.8850 -6.7900  0.26
83 H -5.5692 6.9157 3.0432  0.40
84 H 0.6179 -1.7829 4.4522  0.46
85 H -5.8670 -3.0217 -5.1825  0.35
86 H 2.6714 1.9975 -4.0841  0.30
87 H -0.0601 0.6133 -5.9143  0.29
88 H 6.6172 -1.4636 1.0015  0.34
89 H 0.2502 -1.1657 1.5791  0.11
90 H -3.3008 4.3974 -2.6662  0.31
91 H -1.6634 -3.4532 -3.9508  0.36
92 H 0.3576 1.5496 -7.2870  0.38
93 H -7.1796 -4.9244 1.0978  0.43
94 H 5.3880 -0.8050 4.5239  0.25
95 H -3.9403 -1.7757 -2.0210  0.19
96 H 0.7578 -4.7218 3.6109  0.22
97 H -8.3085 -3.5861 2.3707  0.24
98 H 2.9347 2.8399 -1.7440  -0.12
99 H -4.0098 7.1591 1.0395  0.28
100 H -2.2004 4.1571 -1.2525  0.28
101 H 2.4292 -0.8833 -3.3775  0.15
102 H 2.4801 3.7914 -5.4746  0.31
103 H 3.0218 -4.6943 8.1092  0.33
104 H 1.9606 -5.0182 5.9464  0.45
105 H 2.4801 -2.1199 -0.8845  0.32
106 H 2.4435 -2.2114 0.9607  0.30
107 H -5.9077 -4.1728 0.1005  0.35
108 H -5.5283 6.5971 -0.5236  0.35
109 H 3.4748 -2.3317 -3.1248  0.41
110 H 6.1716 -1.4869 -3.1121  0.27
111 H 1.1111 -3.6127 6.3433  0.40
112 H -6.0919 -3.0125 -2.7300  0.05
113 H 2.3687 -5.0867 3.4953  0.28
114 H -6.4010 -0.9230 -1.5623  0.07
115 H -1.5486 -0.0256 -1.2031  0.07
116 H 5.3481 0.7499 6.9316  0.22
117 H -3.0801 4.8681 1.0695  0.43
118 H -5.7686 5.2411 2.7977  0.31
119 H -1.6818 -2.2735 -2.7273  0.13
120 H -6.6503 6.0588 0.4590  0.26
121 H -6.0792 0.8350 -0.3535  0.36
122 H -7.1571 -1.3891 0.0125  0.36
123 H 1.5573 1.1234 1.5344  0.38
124 H -0.5012 1.4104 -1.1412  -0.28
125 H -0.0573 -1.3329 -0.2662  0.28
126 H 1.6170 0.6199 -6.3466  0.30
127 H 1.0570 1.5483 -3.6148  0.26
128 H 3.0082 -1.6829 -4.8359  0.28
129 H 6.6801 -2.6922 3.3416  0.23
130 H 5.4597 -0.1246 1.4674  0.36
131 H -4.1792 5.9916 3.2326  0.39
132 H 5.0472 -1.6241 1.8747  0.25
133 H -4.0752 -0.7465 -3.4744  0.36
134 H 2.1025 -3.1078 8.4443  0.31
135 H -4.5674 0.6119 0.3101  0.31
136 H -1.8007 -1.6637 -4.2862  0.32